A | 100
Properties=species:S:1:pos:R:3:mulliken_spin:R:1 method="wB97M-V/def2-TZVPD" spin_multiplicity=6 homo_ev="-12.684 / -12.878" lumo_ev="-4.820 / -7.308" total_charge=+2
Ge -2.35 -1.90 -0.69 0.72
Fe 0.18 -0.57 -0.74 3.45
P 0.50 1.63 0.12 0.22
F 6.81 1.47 -0.90 0.00
F 7.27 0.41 -2.73 0.00
F 7.57 -0.55 -0.81 0.00
N 0.67 -2.55 0.40 0.02
N -0.22 -0.27 -5.18 0.01
N -0.14 -0.45 -3.00 0.07
N 2.63 -0.83 -1.34 0.07
N 0.39 -3.07 1.61 0.04
C 4.49 0.05 -2.58 0.00
C 4.32 1.45 1.75 0.00
C -2.21 -0.87 4.79 0.00
C -5.49 1.70 -0.96 0.00
C -3.63 -0.33 -0.71 0.03
C -1.86 -0.21 3.60 0.03
C 0.65 3.70 1.94 0.00
C -1.59 2.89 1.54 0.00
C 4.83 -0.89 -0.40 0.00
C -4.97 -0.58 -0.44 -0.01
C 2.86 -0.08 2.88 0.02
C -2.09 3.87 2.38 0.00
C -0.23 0.38 -4.01 0.03
C -1.98 -0.86 2.40 -0.03
C 3.28 1.83 0.91 0.00
C -3.19 -3.09 -2.07 0.04
C 6.77 0.26 -1.50 0.00
C -3.26 -4.18 3.46 0.03
C -2.66 -2.17 4.75 0.00
C 5.34 -0.23 -1.51 0.00
C -4.15 1.96 -1.20 0.01
C 0.83 2.77 -1.27 0.01
C 1.09 4.39 -3.52 0.00
C 4.11 0.50 2.73 0.00
C -2.81 -2.85 3.52 -0.01
C 0.14 4.66 2.81 0.00
C 1.18 -3.56 -0.31 0.08
C 1.84 0.27 2.04 0.05
C -5.90 0.44 -0.58 0.01
C -0.07 -1.70 -3.55 0.08
C 3.48 -1.18 -0.37 0.01
C -2.68 -2.83 1.07 0.08
C -2.48 -2.17 2.31 -0.13
C -3.11 -4.14 1.06 0.00
C -0.13 -1.60 -4.91 0.01
C 2.03 1.23 1.04 -0.04
C 2.11 3.53 -3.16 0.00
C -3.22 0.94 -1.08 0.01
C 1.99 2.73 -2.04 -0.01
C -0.20 3.63 -1.64 0.01
C -3.40 -4.81 2.25 -0.01
C 3.15 -0.26 -2.43 0.01
C -1.22 4.75 3.02 0.00
C -0.22 2.81 1.32 -0.02
C -0.07 4.45 -2.75 0.00
C 0.69 -4.37 1.67 0.02
C 1.21 -4.73 0.45 0.00
H 0.82 5.34 3.29 0.00
H -1.68 -0.36 1.47 0.08
H 3.02 3.50 -3.73 0.00
H 1.19 5.02 -4.39 0.00
H -1.61 5.50 3.69 0.00
H -2.13 -0.36 5.73 0.00
H -2.91 -2.69 5.66 0.00
H -6.22 2.49 -1.08 0.00
H -5.30 -1.57 -0.13 0.00
H 2.80 2.08 -1.77 0.00
H -0.06 -2.51 2.32 0.01
H 0.85 -0.16 2.16 -0.05
H 0.51 -4.95 2.55 0.00
H -2.68 -4.04 -2.20 0.00
H -3.74 -5.84 2.20 0.00
H 1.57 -5.69 0.14 0.00
H -0.29 0.14 -6.10 0.00
H -1.51 0.81 3.64 0.00
H -3.52 -4.69 4.37 0.00
H 3.05 -1.69 0.48 0.00
H -3.83 2.95 -1.49 0.00
H 5.28 1.92 1.64 0.00
H 3.45 2.61 0.18 0.00
H -0.11 -2.36 -5.66 0.00
H -3.25 -4.65 0.12 0.00
H -2.16 1.12 -1.28 0.03
H 0.00 -2.58 -2.93 -0.03
H -0.86 5.14 -2.99 0.00
H -2.26 2.19 1.07 0.00
H 1.71 3.66 1.75 0.00
H -4.22 -3.29 -1.79 0.01
H -6.94 0.23 -0.38 0.00
H -3.20 -2.58 -3.03 0.00
H -3.15 3.96 2.52 0.00
H -1.11 3.68 -1.05 0.00
H 1.52 -3.39 -1.31 0.00
H 5.47 -1.16 0.42 0.00
H 2.45 -0.02 -3.22 0.00
H 4.86 0.51 -3.48 0.00
H 2.70 -0.81 3.67 0.00
H 4.91 0.24 3.40 0.00
H -0.31 1.45 -3.91 0.00

B | 100
Properties=species:S:1:pos:R:3:mulliken_spin:R:1 method="wB97M-V/def2-TZVPD" spin_multiplicity=6 homo_ev="-12.292 / -12.569" lumo_ev="-4.976 / -6.407" total_charge=+2
Ge 2.74 -0.14 1.44 0.50
Fe 0.83 -0.15 -0.88 3.89
P -1.69 0.75 -0.85 0.11
F -2.84 -4.74 -4.91 0.00
F -1.33 -6.09 -4.13 0.00
F -3.10 -5.65 -2.96 0.00
N 1.52 1.80 -0.69 0.04
N 2.33 2.59 -1.41 0.04
N 3.57 -3.03 -2.18 0.00
N -0.19 -1.87 -1.90 0.02
N 2.40 -1.22 -1.84 0.11
C -3.60 0.11 -2.82 0.00
C -1.58 4.27 -3.84 0.00
C 1.66 -2.80 2.14 -0.08
C -2.20 -5.13 -3.80 0.00
C 2.29 3.86 -0.99 0.02
C 3.44 3.18 3.90 0.00
C 2.73 -1.29 -3.18 0.04
C 2.79 -4.39 3.54 0.00
C 2.52 1.25 2.75 0.08
C -3.27 -1.54 -1.10 0.02
C 2.93 -2.29 -1.27 0.03
C -2.58 3.20 -1.93 0.00
C -1.47 -3.97 -3.15 0.00
C -2.95 -0.29 -1.65 0.00
C 1.69 -4.04 2.77 0.02
C -3.34 0.54 1.41 0.01
C -0.36 -3.04 -1.27 0.00
C 3.84 -3.50 3.69 0.01
C 3.54 2.15 2.93 0.01
C -3.77 2.30 2.99 0.00
C 0.27 0.42 3.45 -0.05
C -4.89 -1.92 -2.84 0.00
C -0.64 -1.75 -3.15 0.00
C 3.81 -2.26 3.06 0.02
C 0.96 2.61 0.22 0.01
C 2.31 3.30 4.65 0.03
C -0.83 0.52 4.24 0.03
C 0.07 2.49 5.30 0.00
C 1.34 1.35 3.55 -0.10
C -0.65 2.24 -2.96 0.03
C 2.71 -1.90 2.27 0.11
C -2.56 4.23 -2.85 0.00
C -4.56 -0.70 -3.40 0.00
C -0.63 3.26 -3.90 0.00
C 3.47 -2.41 -3.41 0.00
C -4.24 -2.34 -1.68 0.00
C -2.91 3.13 2.29 0.00
C 1.24 2.39 4.49 0.00
C -3.98 1.00 2.55 0.00
C 4.41 0.17 0.48 0.06
C 1.41 3.92 0.07 0.00
C -1.61 2.19 -1.96 -0.05
C -2.27 2.67 1.14 0.01
C -0.99 -4.12 -1.86 0.01
C -0.94 1.58 5.18 0.00
C -1.29 -2.78 -3.82 0.00
C -2.50 1.37 0.68 0.03
H 0.77 -2.53 1.56 0.01
H 2.23 4.09 5.38 0.00
H -3.37 1.07 -3.27 0.00
H -4.65 0.35 3.09 0.00
H 0.28 2.21 0.96 0.00
H 4.27 3.86 4.04 0.00
H 0.01 -3.11 -0.26 0.00
H 0.35 -0.41 2.75 0.02
H -1.57 5.07 -4.56 0.00
H 4.57 1.23 0.33 0.00
H 0.86 -4.73 2.67 0.00
H -1.62 -0.21 4.17 0.00
H -3.31 5.01 -2.81 0.00
H -5.06 -0.37 -4.30 0.00
H -5.64 -2.55 -3.29 0.00
H 3.92 -2.81 -4.30 0.00
H 4.44 -0.32 -0.49 0.00
H 2.82 -5.35 4.04 0.00
H 0.10 1.46 -3.04 -0.01
H 0.12 3.27 -4.68 0.00
H 2.45 -0.53 -3.89 0.00
H 4.07 -3.89 -1.99 0.00
H -1.63 3.35 0.59 0.00
H -4.28 2.67 3.87 0.00
H 2.88 -2.56 -0.23 -0.05
H -3.37 3.17 -1.19 0.00
H 0.00 3.29 6.02 0.00
H -2.73 4.14 2.62 0.00
H -1.65 -2.63 -4.82 0.00
H 2.88 2.21 -2.16 0.00
H 5.21 -0.23 1.10 0.01
H -1.12 -5.04 -1.31 0.00
H 4.45 2.09 2.35 0.00
H -0.49 -0.79 -3.64 0.01
H 4.70 -3.76 4.30 0.00
H -2.75 -1.90 -0.22 0.00
H -3.56 -0.47 1.08 0.00
H 4.63 -1.57 3.20 0.00
H -4.48 -3.30 -1.23 0.00
H -1.81 1.65 5.81 0.00
H 1.15 4.78 0.67 0.00
H 2.90 4.63 -1.45 0.00

Most stable to least stable, the ends of the list are B and A.

A | 9
Properties=species:S:1:pos:R:3:nbo_charge:R:1 method="wB97M-V/def2-TZVPD" homo_ev=-9.263 lumo_ev=0.823 total_charge=0
Si 0.72 0.85 -0.03 0.71
O -1.98 0.92 -0.74 -0.61
N -1.51 -0.71 0.77 -0.85
C -1.18 0.32 -0.06 0.38
H -0.83 -1.38 1.19 0.41
H -2.48 -0.87 0.81 0.40
H 1.20 -0.59 0.07 -0.16
H 0.88 1.75 -1.18 -0.13
H 1.19 1.69 1.14 -0.14

B | 9
Properties=species:S:1:pos:R:3:nbo_charge:R:1 method="wB97M-V/def2-TZVPD" homo_ev=-9.095 lumo_ev=0.670 total_charge=0
Si -1.07 -0.53 -0.80 0.66
O 0.28 2.07 0.07 -0.62
N 1.27 0.25 1.07 -0.84
C 0.34 0.86 0.27 0.48
H -1.64 -0.39 -2.18 -0.13
H -0.25 -1.63 -0.83 -0.20
H 1.36 -0.75 1.00 0.39
H 2.06 0.78 1.32 0.40
H -2.35 -0.66 0.08 -0.14

Most stable to least stable, the ends of the list are A and B.

A | 9
Properties=species:S:1:pos:R:3:nbo_charge:R:1 method="wB97M-V/def2-TZVPD" homo_ev=-8.935 lumo_ev=0.626 total_charge=0
Si 0.73 0.97 0.00 0.76
O -2.03 1.09 -0.39 -0.72
N -1.46 -1.13 0.32 -0.78
C -1.08 0.09 0.04 0.32
H 0.39 2.29 -0.50 -0.10
H 1.86 0.26 -0.76 -0.15
H -0.73 -1.69 0.75 0.40
H 0.97 0.53 1.42 -0.16
H -2.43 -1.36 0.34 0.42

B | 9
Properties=species:S:1:pos:R:3:nbo_charge:R:1 method="wB97M-V/def2-TZVPD" homo_ev=-10.091 lumo_ev=-0.145 total_charge=0
Si 1.87 0.85 0.06 1.62
O 1.16 -0.09 -0.87 -1.12
N 0.77 -2.21 -0.35 -0.30
C 0.76 -2.85 -1.28 0.05
H 0.82 -3.62 -2.10 0.24
H 1.32 1.98 0.73 -0.25
H -0.46 3.65 -1.52 0.01
H 3.28 0.64 0.46 -0.25
H 0.09 3.03 -1.57 -0.01

Most stable to least stable, the ends of the list are A and B.

A | 15
Properties=species:S:1:pos:R:3:nbo_charge:R:1 method="wB97M-V/def2-TZVPD" homo_ev=-16.172 lumo_ev=-5.865 total_charge=+1
O -0.95 2.89 -1.76 -0.35
O -2.49 1.83 -2.80 -0.24
N -2.07 -0.12 -0.84 -0.21
N -1.58 1.91 -2.05 0.49
N 0.13 0.67 -0.60 -0.24
C -0.03 -0.20 0.51 -0.26
C 1.18 1.18 -1.11 0.17
C -1.29 0.77 -1.25 0.43
C -1.41 -0.83 0.20 -0.28
H -0.12 0.49 1.44 0.27
H 1.13 1.82 -1.89 0.23
H 0.87 -0.81 0.43 0.26
H -1.42 -1.96 0.10 0.27
H -2.04 -0.61 0.97 0.25
H 2.07 1.03 -0.65 0.21

B | 15
Properties=species:S:1:pos:R:3:nbo_charge:R:1 method="wB97M-V/def2-TZVPD" homo_ev=-14.509 lumo_ev=-4.809 total_charge=+1
O -2.41 -0.63 -0.54 -0.45
O -3.33 2.82 0.44 -0.33
N -0.07 -0.45 -0.45 -0.10
N -1.55 1.37 -0.14 -0.68
N 0.68 0.04 0.54 -0.40
C 2.15 -0.22 0.95 -0.40
C 0.21 -1.41 -1.22 -0.02
C -1.49 0.08 -0.40 0.80
C -2.54 2.08 0.13 0.99
H 1.21 -1.73 -1.26 0.22
H -0.42 -1.94 -1.93 0.26
H 2.30 -1.32 0.93 0.22
H 2.14 0.30 1.91 0.25
H 2.74 0.10 0.13 0.22
H 0.37 0.93 0.91 0.42

Most stable to least stable, the ends of the list are B and A.